[1]
Density functional theory data (the ωB97M-V functional and the def2-TZVPD basis) for a 2-piece molecular cluster, C6H17NO overall at a distorted geometry.

Geometry as XYZ:
```
25
Properties=species:S:1:pos:R:3
C 0.3252 0.2237 -1.0347
C -0.0534 1.2607 -2.1281
C 0.5766 0.9075 -3.4114
C -0.9355 -0.1249 -0.2000
N -0.2939 -0.5224 1.1679
C -1.2606 -0.3714 2.1900
C 0.3502 -1.8495 0.9177
H 1.0532 0.6727 -0.3110
H 0.8963 -0.6466 -1.5244
H -1.1862 1.2841 -2.3044
H 0.0830 2.2855 -1.7973
H 0.0414 1.4235 -4.1366
H 1.6196 1.0746 -3.5695
H 0.4900 -0.2184 -3.5353
H -1.5004 0.8698 -0.1541
H -1.7177 -0.7550 -0.6575
H -1.4196 0.7750 2.1558
H -0.8627 -0.7233 3.2237
H -2.2972 -0.8171 2.1998
H 0.0338 -2.7015 1.6731
H 1.4155 -1.5627 1.0172
H 0.2468 -2.1800 -0.0695
H 1.4865 -0.2077 3.6358
H 1.2099 1.1075 2.9677
O 1.6992 0.7960 3.6850
```

2S+1: 2
HOMO-LUMO gap (spin up / spin down), hartree: 0.085 / 0.318
Energy relative to the best compared isomer or geometry (same formula, charge and spin), kJ/mol: 234.3
M, g mol⁻¹: 119.21
Calculated total energy, Eh: -368.6587
Charge: -1
<S²>: 0.750
HOMO (spin up / spin down), eV: 1.215 / -5.225

From a natural (NBO) analysis of the wavefunction, the atomic charges in e read: -0.470, -0.423, -0.613, -0.289, -0.488, -0.648, -0.784, 0.220, 0.193, 0.179, 0.201, 0.194, 0.198, 0.196, 0.181, 0.189, 0.169, 0.178, 0.159, 0.183, 0.185, 0.182, 0.444, 0.463, -0.998

=====

[2]
Density functional theory data (the ωB97M-V functional and the def2-TZVPD basis) for a 2-piece molecular cluster, C4H10NO overall at a distorted geometry.

Geometry as XYZ:
```
16
Properties=species:S:1:pos:R:3
C -2.5371 -0.1923 -0.0669
C 1.8520 0.7522 -0.2364
C -1.3530 0.5715 0.1002
C 1.7252 -0.7378 0.2438
N 0.3837 -1.0184 0.0061
O -0.1902 -2.0311 -0.2256
H -2.0510 -1.1974 -0.3024
H -3.0551 -0.3795 0.8004
H -3.0965 0.0651 -0.9737
H 1.4690 1.5054 0.5185
H 2.8254 0.8510 -0.5076
H 1.2367 0.8388 -1.1296
H -0.6625 0.5218 0.9130
H -1.1626 1.3070 -0.6585
H 2.1963 -0.9155 1.1928
H 2.3133 -1.5207 -0.1890
```

HOMO-LUMO gap (spin up / spin down), hartree: 0.325 / 0.325
Energy relative to the best compared isomer or geometry (same formula, charge and spin), kJ/mol: 595.1
M, g mol⁻¹: 88.13
Calculated total energy, Eh: -287.9364
Charge: +1
HOMO (spin up / spin down), eV: -14.526 / -14.528

From a natural (NBO) analysis of the wavefunction, the atomic charges in e read: -0.745, -0.580, 0.073, -0.374, 0.215, -0.169, 0.331, 0.284, 0.270, 0.229, 0.242, 0.215, 0.219, 0.216, 0.305, 0.268